{
  "formula": "C34H61N3O17S5",
  "method": "ωB97M-V/def2-TZVPD",
  "elements": ["N", "C", "C", "C", "C", "H", "H", "H", "H", "H", "N", "C", "C", "C", "C", "H", "H", "H", "H", "H", "N", "C", "C", "C", "C", "H", "H", "H", "H", "H", "C", "S", "O", "C", "H", "H", "H", "H", "H", "H", "C", "S", "O", "C", "H", "H", "H", "H", "H", "H", "C", "S", "O", "C", "H", "H", "H", "H", "H", "H", "C", "S", "O", "C", "H", "H", "H", "H", "H", "H", "C", "S", "O", "C", "H", "H", "H", "H", "H", "H", "C", "C", "O", "C", "O", "O", "H", "H", "H", "H", "C", "C", "O", "C", "O", "O", "H", "H", "H", "H", "C", "C", "O", "C", "O", "O", "H", "H", "H", "H", "C", "C", "O", "C", "O", "O", "H", "H", "H", "H"],
  "coordinates": [[7.49303, 11.61712, 8.96221], [7.33002, 12.68685, 8.16347], [6.56806, 13.61833, 8.84374], [6.22617, 13.11202, 10.09354], [6.77767, 11.83169, 10.14239], [8.01131, 10.78226, 8.76934], [7.99222, 12.86695, 7.31957], [6.34190, 14.57408, 8.43523], [5.84902, 13.57573, 10.97864], [6.68366, 11.02835, 10.90134], [16.82822, 18.43220, 11.47941], [15.69368, 18.24462, 12.28652], [15.96369, 17.19208, 13.15785], [17.30982, 16.77852, 12.94678], [17.78981, 17.50910, 11.89828], [16.91614, 19.11896, 10.75561], [14.80688, 18.85672, 12.18662], [15.35433, 16.74886, 13.94514], [17.77251, 15.98088, 13.44411], [18.74541, 17.51814, 11.33488], [11.92269, 10.26658, 8.00264], [12.03565, 9.41534, 9.06597], [10.82735, 8.79623, 9.18481], [9.94956, 9.23296, 8.15966], [10.67050, 10.18095, 7.46068], [12.58471, 10.97410, 7.66229], [12.93150, 9.35059, 9.63596], [10.59109, 7.96625, 9.85783], [9.00662, 8.79114, 7.97742], [10.33520, 10.90652, 6.71722], [10.88056, 15.01841, 6.78231], [10.21018, 15.85356, 8.20362], [11.10896, 16.97351, 8.54074], [8.82017, 16.59224, 7.41448], [11.02846, 15.80206, 6.06777], [10.18543, 14.34278, 6.33331], [11.78094, 14.47085, 7.07245], [9.15542, 17.46860, 6.86680], [8.09480, 16.87671, 8.12380], [8.48084, 15.81212, 6.73268], [15.39674, 16.58966, 9.50452], [15.15675, 15.38103, 8.16116], [16.52788, 14.80177, 7.83137], [14.41628, 14.14419, 9.21279], [15.90718, 17.47272, 9.15818], [16.08852, 15.98634, 10.18283], [14.37034, 16.68890, 9.86713], [13.35241, 14.38816, 9.38858], [14.97370, 13.94983, 10.17712], [14.36145, 13.25906, 8.63844], [14.97522, 9.80945, 5.63304], [14.75760, 11.61028, 5.66923], [14.01746, 11.79048, 6.99712], [16.51630, 12.03667, 5.73256], [15.63561, 9.43211, 6.40148], [15.24122, 9.40910, 4.63194], [13.93496, 9.55788, 5.84100], [16.87349, 12.05809, 4.76704], [17.12229, 11.36214, 6.36618], [16.74485, 13.00507, 6.17421], [14.27605, 19.22329, 7.84575], [15.97677, 19.83688, 7.39859], [16.84937, 19.64704, 8.60804], [16.51912, 18.55427, 6.18338], [14.34692, 18.87383, 8.85316], [14.02931, 18.43487, 7.12635], [13.53091, 20.05423, 7.79127], [17.51021, 18.90699, 5.85523], [15.84894, 18.66177, 5.35117], [16.48714, 17.58345, 6.67043], [17.41082, 11.91099, 9.82788], [17.85870, 10.19828, 9.48244], [17.94839, 10.14512, 7.97028], [19.58879, 10.27666, 10.01133], [18.05166, 12.58623, 9.32937], [17.45708, 12.03525, 10.89188], [16.38352, 12.08014, 9.58793], [20.16765, 11.04764, 9.45009], [19.99767, 9.30201, 9.70374], [19.69240, 10.44166, 11.12259], [19.28946, 16.14913, 8.12488], [19.39670, 15.06771, 7.15664], [20.48189, 14.30820, 7.73852], [20.69867, 14.66802, 9.06875], [21.42600, 14.12195, 9.81317], [19.99956, 15.76041, 9.36515], [18.30317, 16.44117, 8.43085], [19.82461, 17.04171, 7.79340], [19.69571, 15.45016, 6.16489], [18.57418, 14.40118, 7.02626], [14.66044, 12.51787, 15.18504], [14.11425, 13.36819, 14.06304], [15.09014, 12.97126, 12.99589], [16.22331, 12.51299, 13.55364], [17.26022, 12.27093, 13.02992], [16.00318, 12.29183, 14.92522], [14.21620, 11.50111, 15.19826], [14.45091, 12.95898, 16.17062], [14.14693, 14.43147, 14.25938], [13.16736, 13.07329, 13.66578], [11.09136, 11.92301, 11.02802], [10.08364, 11.93465, 12.10566], [10.78589, 11.57327, 13.30066], [12.02951, 11.09989, 12.94706], [12.71068, 10.47086, 13.74092], [12.31677, 11.29754, 11.66113], [11.22664, 12.88603, 10.55010], [10.81126, 11.20139, 10.25951], [9.30811, 11.21975, 11.97350], [9.62184, 12.91886, 12.34117], [8.91137, 16.28770, 11.64626], [9.77777, 17.49087, 11.98376], [11.11306, 17.05908, 11.87954], [11.15823, 15.72934, 11.85295], [12.12069, 15.05548, 11.93794], [9.87085, 15.20139, 11.68294], [8.63581, 16.29921, 10.61860], [8.16811, 16.07788, 12.37629], [9.64415, 17.66570, 13.04896], [9.72518, 18.39066, 11.41003]],
  "forces_ev_per_a": [[-1.25, -0.22, 1.72], [0.63, 1.09, -0.14], [0.49, 0.32, -0.98], [0.92, -1.95, 0.56], [0.35, -0.43, -0.06], [0.25, -0.17, -0.20], [-0.55, -0.32, -0.07], [-0.17, 0.59, -0.07], [-0.72, 0.33, -0.05], [0.22, 0.82, -0.67], [-0.78, -1.45, 2.27], [0.88, -0.63, -0.11], [0.12, 0.70, -0.02], [-1.05, 0.72, -1.10], [0.71, 1.33, -1.52], [0.14, 0.09, -0.35], [0.18, -0.09, -0.09], [-0.14, 0.47, -0.42], [0.73, -0.81, 0.48], [-0.74, -0.27, 0.77], [-0.41, 0.81, -0.39], [-0.37, 0.44, -0.69], [-0.52, -1.72, 0.66], [1.40, 0.52, 0.39], [-0.51, 0.37, -0.07], [0.23, -0.53, 0.31], [0.39, -0.08, 0.24], [0.23, 0.50, -0.12], [-0.84, -0.01, -0.33], [0.32, -0.51, 0.01], [0.30, 0.15, 0.11], [-0.32, -0.89, 1.07], [0.87, 0.61, 0.26], [0.53, -0.56, -1.42], [0.71, 0.41, -0.57], [-0.64, -0.64, 0.04], [-0.01, 0.32, -0.12], [0.13, 0.03, -0.15], [-0.90, 0.16, 0.83], [-0.61, 0.29, -0.02], [0.76, -2.38, 0.08], [1.07, -0.49, 0.34], [-0.85, 0.67, -0.02], [-0.62, 0.33, 1.31], [-0.10, 0.30, -0.06], [-1.04, 1.11, -0.38], [0.36, 0.49, 0.42], [0.48, 0.29, 0.31], [-0.55, 0.52, -1.05], [0.31, -1.07, -0.77], [-0.79, 0.11, -0.97], [0.26, -0.51, 0.53], [0.98, 0.46, -0.77], [0.09, 0.00, 3.14], [0.22, 0.24, 0.25], [-0.04, 0.48, 0.57], [0.08, -0.59, 0.03], [0.57, -0.20, -2.39], [-0.56, -0.18, -0.33], [-0.77, 0.39, -0.02], [0.19, 0.77, -1.24], [0.02, -0.05, 0.07], [-0.32, -0.10, -0.14], [-0.09, 1.23, 0.88], [-0.03, -0.32, 0.48], [-0.23, 0.05, 0.40], [0.78, -0.61, -0.09], [-0.27, -0.47, 0.35], [-0.42, -0.30, -0.46], [0.21, -0.14, -0.22], [-0.24, -1.17, 0.93], [0.46, 1.06, -1.03], [-0.23, -0.40, 0.50], [0.60, 0.18, 0.45], [0.74, 0.62, -0.71], [0.31, 0.19, 0.67], [-0.63, -0.11, -0.62], [-0.73, -0.32, 0.37], [-0.11, 0.24, 0.36], [-0.22, -0.26, -1.17], [0.17, 2.60, 2.11], [1.59, -1.20, -0.68], [0.57, -0.36, 0.70], [-0.56, 0.37, -1.69], [0.74, -0.91, 0.46], [-1.07, -0.02, -1.37], [-0.52, -0.07, -0.04], [-0.10, 0.00, -0.10], [0.06, -0.27, 0.41], [-0.76, -0.15, 0.24], [-2.21, -1.36, 1.22], [1.76, -1.12, -1.00], [-0.11, 0.89, 0.32], [-0.84, -0.34, 1.98], [-0.11, 0.12, -0.24], [1.65, 0.97, -1.66], [-0.32, 0.73, -0.11], [0.60, 0.04, -0.25], [0.25, 0.26, -0.27], [-0.56, 0.01, 0.12], [1.07, -1.37, -1.09], [-0.82, 1.49, 2.02], [1.39, -0.38, -0.46], [-0.10, -1.76, 1.89], [-0.77, 1.40, -1.49], [-1.51, 1.47, -0.39], [0.84, 0.18, 0.36], [0.07, 0.15, -0.05], [-0.69, -0.66, -0.28], [0.35, -0.60, -0.63], [2.09, -0.44, -0.96], [-0.07, -0.07, 1.62], [0.78, -0.59, -0.23], [-1.85, -0.30, -0.46], [0.82, -0.56, 0.02], [1.21, 0.73, 0.73], [-1.15, 0.14, -0.63], [-0.87, 0.01, 0.20], [-0.24, 0.70, 0.08], [-0.63, 0.39, -0.42]],
  "mulliken_charge": [0.139, -0.418, -0.426, -0.752, -0.488, 0.196, 0.323, 0.553, 0.448, 0.410, 0.140, -1.015, 0.029, -0.715, -0.572, 0.261, 0.451, 0.432, 0.551, 0.420, 0.723, -0.888, -0.398, -0.940, -0.597, 0.122, 0.594, 0.415, 0.799, 0.433, -1.034, 0.989, -0.658, -1.382, 0.429, 0.370, 0.096, 0.393, 0.357, 0.398, -0.403, -0.188, -0.435, 0.685, -0.396, 0.196, 0.845, -0.262, 0.072, -0.164, -0.754, 0.307, -0.890, -0.121, 0.202, 0.363, 0.274, 0.590, -0.019, -0.326, -0.415, 0.301, -0.599, -0.585, 0.057, 0.164, 0.436, 0.374, 0.418, -0.047, 0.551, 0.452, -0.691, -0.907, -0.211, 0.176, -0.241, 0.225, 0.367, 0.317, 0.357, 0.413, -0.421, 0.610, -0.530, -0.359, -0.447, 0.315, 0.293, -0.218, -0.383, 0.495, 0.133, 0.437, -0.580, -0.429, 0.238, 0.363, 0.121, -0.406, 1.875, 0.192, -0.418, 0.380, -0.621, -0.242, -0.323, -0.944, 0.209, -0.068, 0.002, -0.402, -0.329, 0.321, -0.222, -0.127, -0.159, 0.349, 0.288, 0.332],
  "energy_ha": -4766.235954,
  "lumo_ev": -0.10,
  "orbital_gap_ev": 7.851
}